Record 1
{"formula": "C11H14", "method": "ωB97M-V with the def2-TZVPD basis set", "homo_lumo_gap_ha": 0.30076, "homo_energy_ev": -7.878, "lumo_ev": 0.3057, "relative_energy_kcal_mol": 54.1, "smiles": "C#CC1=C(C)C=CCC1(C)C", "elements": ["C", "C", "C", "C", "C", "C", "C", "C", "C", "C", "C", "H", "H", "H", "H", "H", "H", "H", "H", "H", "H", "H", "H", "H", "H"], "positions_angstrom": [[3.2317, 0.6166, 0.1905], [2.0811, 0.2843, 0.0381], [0.7074, -0.1669, 0.1624], [0.2925, -1.5202, 0.1439], [1.3508, -2.5412, -0.0998], [-1.0965, -1.7292, 0.0183], [-2.0804, -0.8567, 0.2143], [-1.6814, 0.5249, 0.7390], [-0.3680, 0.9276, 0.0305], [-0.5653, 1.0310, -1.4869], [-0.0968, 2.2156, 0.7376], [4.1671, 0.9461, 0.5208], [1.3371, -3.1834, -0.9862], [1.2867, -3.3053, 0.6702], [2.2354, -2.0472, -0.0963], [-1.2741, -2.7551, -0.3389], [-3.0871, -0.9532, 0.1098], [-2.5344, 1.2507, 0.5959], [-1.6978, 0.4233, 1.8491], [-1.5079, 1.6167, -1.8005], [-0.8453, 0.0178, -1.8329], [0.3018, 1.2576, -2.1078], [-0.6654, 3.1199, 0.3600], [0.8898, 2.7998, 0.6124], [-0.3808, 2.0266, 1.7565]]}


Record 2
{"formula": "C11H14BCoN7", "method": "ωB97M-V with the def2-TZVPD basis set", "multiplicity": 4, "homo_lumo_gap_ha": [0.29733, 0.33922], "homo_energy_ev": [-7.447, -9.019], "lumo_ev": [0.6438, 0.2119], "relative_energy_kcal_mol": 13.2, "elements": ["H", "N", "B", "N", "C", "Co", "H", "C", "H", "C", "H", "C", "H", "H", "H", "N", "N", "N", "N", "C", "C", "H", "H", "C", "C", "C", "C", "H", "H", "H", "H", "H", "N", "C"], "positions_angstrom": [[3.1697, 0.2482, 1.9890], [1.2770, -0.2683, 1.1576], [-0.9443, -1.4098, 0.6720], [0.3784, -1.2791, 1.4531], [0.8457, -2.0431, 2.4605], [0.6484, 1.0184, -0.5234], [0.2434, -2.8650, 2.7850], [2.0797, -1.5349, 2.8487], [2.7155, -1.9198, 3.6254], [2.3184, -0.4215, 2.0124], [-1.6171, -2.3216, 1.0364], [0.3003, 2.3374, -1.8353], [1.0729, 3.1152, -1.9848], [-0.6680, 2.7975, -1.5904], [0.1397, 1.7820, -2.7717], [-0.5305, -1.5303, -0.8124], [-1.6360, -0.0410, 0.8288], [0.2412, -0.5368, -1.4096], [-0.9918, 1.1274, 0.4319], [-0.7958, -2.4843, -1.7190], [-2.8574, 0.2563, 1.3096], [-1.4214, -3.3062, -1.4147], [-3.4866, -0.5555, 1.6148], [-0.1726, -2.1458, -2.9136], [-3.0207, 1.6407, 1.2693], [0.4901, -0.9367, -2.6921], [-1.8289, 2.1614, 0.7395], [-0.2075, -2.6987, -3.8437], [-3.8976, 2.1940, 1.5660], [1.1010, -0.3134, -3.3412], [-1.5309, 3.1837, 0.5321], [2.4592, 1.1969, -0.6514], [3.3088, 3.3016, -0.3678], [2.8174, 2.2511, -0.4614]]}


Record 3
{"formula": "C11H14BCrN7S", "method": "ωB97M-V with the def2-TZVPD basis set", "multiplicity": 5, "homo_lumo_gap_ha": [0.29732, 0.21405], "homo_energy_ev": [-7.682, -7.995], "lumo_ev": [0.4085, -2.1701], "relative_energy_kcal_mol": 74.4, "elements": ["H", "N", "B", "N", "C", "Cr", "H", "C", "H", "C", "H", "C", "H", "H", "H", "N", "N", "N", "N", "C", "C", "H", "H", "C", "C", "C", "C", "H", "H", "H", "H", "H", "S", "C", "N"], "positions_angstrom": [[1.8863, -0.5417, 2.9447], [0.8567, -0.7483, 1.0894], [-0.3384, -1.6008, -0.9974], [0.4425, -1.8336, 0.3398], [0.7644, -2.9590, 0.9988], [0.4831, 1.2119, 0.4367], [0.4875, -3.9096, 0.5567], [1.4312, -2.6050, 2.1586], [1.8752, -3.2829, 2.8877], [1.4697, -1.2232, 2.2091], [-0.6568, -2.6086, -1.5466], [-0.3622, 2.8749, -0.0735], [-0.0971, 3.5128, 0.7880], [-1.4478, 2.9195, -0.2388], [0.1796, 3.2433, -0.9546], [0.5344, -0.6455, -1.8421], [-1.5565, -0.7774, -0.5230], [0.9796, 0.5704, -1.2768], [-1.3386, 0.4133, 0.1711], [1.1230, -0.8190, -3.0361], [-2.8757, -0.9979, -0.6514], [0.9707, -1.7166, -3.6073], [-3.2247, -1.9084, -1.1177], [1.9218, 0.2820, -3.3055], [-3.5407, 0.0794, -0.0913], [1.8113, 1.1275, -2.2024], [-2.5619, 0.9409, 0.3913], [2.5199, 0.4277, -4.1878], [-4.6086, 0.2370, -0.0575], [2.2832, 2.0897, -2.0680], [-2.6795, 1.9469, 0.7831], [1.9195, 0.5147, 0.8876], [0.3501, 2.1699, 5.1541], [0.4584, 1.9216, 3.5810], [0.5403, 1.6941, 2.4004]]}


Record 4
{"formula": "C11H14BF3MoN6", "method": "ωB97M-V with the def2-TZVPD basis set", "multiplicity": 3, "homo_lumo_gap_ha": [0.20373, 0.24359], "homo_energy_ev": [-16.472, -16.444], "lumo_ev": [-10.9281, -9.8154], "relative_energy_kcal_mol": 0.0, "total_charge": 2, "elements": ["H", "N", "B", "N", "C", "Mo", "H", "C", "H", "C", "H", "C", "H", "H", "H", "N", "N", "N", "N", "C", "C", "H", "H", "C", "C", "C", "C", "H", "H", "H", "H", "H", "F", "C", "F", "F"], "positions_angstrom": [[0.6133, 3.1564, 1.6325], [0.3691, 1.6494, 0.1659], [0.0458, 0.3449, -1.9978], [0.4138, 1.6458, -1.2326], [0.7072, 2.8804, -1.6620], [0.0469, -0.1090, 1.2134], [0.7805, 3.0624, -2.7238], [0.8618, 3.7187, -0.5537], [1.1091, 4.7637, -0.5740], [0.6281, 2.9256, 0.5778], [0.0699, 0.5084, -3.1830], [-1.3692, -1.4627, 2.8871], [-1.1598, -1.7434, 3.9265], [-0.4143, -1.7074, 2.3275], [-2.1776, -2.0539, 2.4452], [-1.3718, -0.0748, -1.5190], [1.0173, -0.7749, -1.5603], [-1.6123, -0.2761, -0.1711], [1.1060, -1.0852, -0.1922], [-2.5139, -0.2342, -2.2000], [1.8490, -1.5711, -2.2406], [-2.5062, -0.0954, -3.2748], [1.9294, -1.4855, -3.3179], [-3.5219, -0.5574, -1.2942], [2.5069, -2.4192, -1.3380], [-2.9282, -0.5830, -0.0302], [2.0200, -2.1019, -0.0682], [-4.5493, -0.7493, -1.5243], [3.2398, -3.1646, -1.5814], [-3.3271, -0.7928, 0.9525], [2.2442, -2.5121, 0.9082], [-1.6677, -0.4119, 2.8944], [2.5977, 1.1698, 2.4148], [1.6075, 0.2658, 2.7804], [2.2935, -0.8937, 3.1510], [1.0625, 0.7679, 3.9620]]}


Record 5
{"formula": "C11H14BIrN7", "method": "ωB97M-V with the def2-TZVPD basis set", "multiplicity": 6, "homo_lumo_gap_ha": [0.21655, 0.17644], "homo_energy_ev": [-12.870, -16.382], "lumo_ev": [-6.9778, -11.5806], "relative_energy_kcal_mol": 80.8, "total_charge": 2, "elements": ["H", "N", "B", "N", "C", "Ir", "H", "C", "H", "C", "H", "C", "H", "H", "H", "N", "N", "N", "N", "C", "C", "H", "H", "C", "C", "C", "C", "H", "H", "H", "H", "H", "N", "C"], "positions_angstrom": [[-0.3599, 2.3082, 2.4757], [0.0846, 1.3650, 0.6613], [0.7242, 0.6533, -1.6451], [0.5614, 1.7465, -0.5637], [0.7788, 3.0734, -0.5466], [-0.5414, -0.7409, 1.2236], [1.1062, 3.6102, -1.4370], [0.4207, 3.5777, 0.7211], [0.4029, 4.5616, 1.0972], [-0.0382, 2.4424, 1.4637], [1.1046, 1.0712, -2.7045], [-1.9526, -1.6534, 2.0378], [-2.4913, -0.6008, 2.1463], [-1.7369, -2.0452, 3.0470], [-2.5925, -2.3858, 1.4944], [-0.7545, 0.0732, -1.6679], [1.5844, -0.4839, -1.0303], [-1.3882, -0.4966, -0.5301], [1.2706, -1.0017, 0.2051], [-1.6001, -0.0267, -2.7142], [2.8028, -0.9648, -1.3680], [-1.2581, 0.2543, -3.6469], [3.2197, -0.6923, -2.3374], [-2.8104, -0.5285, -2.2384], [3.2990, -1.7272, -0.3389], [-2.6718, -0.7884, -0.8880], [2.3351, -1.7024, 0.6635], [-3.6866, -0.7123, -2.7905], [4.2441, -2.2862, -0.2956], [-3.3589, -1.2772, -0.1476], [2.2783, -2.1389, 1.6620], [0.0525, -2.1982, 1.3067], [0.7828, 0.0592, 3.8051], [0.1887, -0.3450, 2.8801]]}


Record 6
{"formula": "C11H14BN6OSeTl", "method": "ωB97M-V with the def2-TZVPD basis set", "homo_lumo_gap_ha": 0.20881, "homo_energy_ev": -8.011, "lumo_ev": -2.3296, "relative_energy_kcal_mol": 20.0, "elements": ["Tl", "N", "C", "N", "C", "C", "O", "C", "C", "H", "H", "H", "H", "H", "H", "H", "H", "B", "C", "N", "H", "H", "H", "Se", "N", "C", "C", "C", "C", "N", "C", "N", "H", "H", "H"], "positions_angstrom": [[-13.9569, -4.2645, -0.7220], [-16.4405, -2.8844, -0.9744], [-17.5548, -2.6903, -0.6973], [-18.8201, -2.2962, -0.4961], [-19.6162, -3.1142, 0.3971], [-21.0788, -2.7842, 0.1720], [-21.3541, -1.4023, 0.1237], [-20.6891, -0.8293, -1.0193], [-19.2305, -1.0158, -0.9880], [-19.3192, -2.9501, 1.4364], [-19.5053, -4.1887, 0.1357], [-21.6874, -3.1581, 0.9782], [-21.5185, -3.2580, -0.7263], [-20.9248, 0.2745, -0.9490], [-21.1989, -1.2291, -1.9177], [-18.7259, -0.2576, -0.3697], [-18.7894, -0.8588, -1.9942], [-9.1412, -5.4580, 0.3027], [-10.4701, -4.9600, -0.2818], [-11.4035, -4.4539, -0.7462], [-8.8055, -4.6294, 1.0782], [-9.5150, -6.4740, 0.8817], [-8.3963, -5.8090, -0.5980], [-15.2296, -8.2500, -0.0896], [-15.4253, -8.5147, 1.7174], [-15.0666, -7.4524, 2.3931], [-14.9501, -7.3310, 3.7929], [-14.6113, -6.0857, 4.2879], [-14.2936, -5.0299, 3.4215], [-14.2425, -5.1303, 2.0828], [-14.6056, -6.3190, 1.5242], [-14.5682, -6.4837, 0.2086], [-15.2776, -8.1515, 4.3924], [-14.5110, -5.8900, 5.3521], [-14.0096, -4.0508, 3.8231]]}


Record 7
{"formula": "C11H14Br12N2O3", "method": "ωB97M-V with the def2-TZVPD basis set", "homo_lumo_gap_ha": 0.22991, "homo_energy_ev": -7.436, "lumo_ev": -1.1800, "relative_energy_kcal_mol": 422.3, "elements": ["C", "Br", "Br", "Br", "H", "C", "Br", "Br", "Br", "H", "C", "Br", "Br", "Br", "H", "C", "Br", "Br", "Br", "H", "C", "C", "C", "C", "C", "C", "O", "O", "H", "H", "H", "H", "H", "H", "C", "O", "N", "N", "H", "H", "H", "H"], "positions_angstrom": [[-2.2380, 1.3751, 2.8198], [-0.3014, 1.3511, 3.5211], [-2.4190, 1.6421, 0.8683], [-3.3280, 2.6389, 3.8937], [-2.5842, 0.3694, 3.0580], [2.9053, 3.8928, -0.0528], [3.6720, 2.1519, 0.5094], [2.5639, 3.8287, -1.9650], [3.9291, 5.4305, 0.5794], [1.8572, 3.8764, 0.2460], [0.1979, 2.5756, -3.8274], [1.3257, 3.5069, -5.2584], [0.8341, 0.6647, -3.6170], [-1.6917, 2.4222, -4.4127], [0.3174, 3.1538, -2.9112], [0.1754, 1.6637, 0.1213], [-0.1959, 2.7902, -1.4268], [0.8651, 2.8280, 1.5826], [1.4166, 0.1846, -0.3111], [-0.7251, 1.1399, 0.4421], [1.8091, -3.2798, 1.7921], [1.2883, -4.5245, 1.9357], [-0.0312, -4.7424, 1.5255], [-0.7838, -3.6638, 1.1030], [-0.2877, -2.4123, 0.9994], [1.0381, -2.1635, 1.3989], [1.6779, -0.9303, 1.3747], [-0.5749, -6.0084, 1.4217], [2.8276, -3.1565, 2.1296], [1.7784, -5.4172, 2.2953], [-1.7637, -3.9282, 0.7338], [-0.8578, -1.5702, 0.6359], [1.0431, -0.2417, 1.1640], [-0.8010, -6.3240, 0.5438], [-1.4882, -0.2026, -1.1825], [-1.2814, -0.9068, -0.2178], [-2.3936, 0.7224, -1.2169], [-0.9598, -0.3004, -2.3691], [-2.5220, 1.2878, -2.0439], [-3.0004, 0.8706, -0.4232], [-1.1268, 0.3287, -3.1414], [-0.1666, -0.9235, -2.3181]]}